<a>
Computed, not measured: the ion C4H7N2 with charge +1, with the ωB97M-V functional and the def2-TZVPD basis.

Results
Net charge ... +1
HOMO (alpha / beta) ... -10.92 / -16.26 eV
2S+1 ... 3
Kohn-Sham gap (alpha / beta) ... 0.21598 / 0.30227 Ha

Element x y z (Å)
C 0.052 -0.080 0.040
C -2.222 0.628 -0.218
C 2.098 1.317 0.077
C 0.129 -1.663 0.086
N -1.085 0.400 0.071
N 1.174 0.544 0.425
H -2.960 0.805 0.547
H -2.610 0.455 -1.280
H 2.061 1.922 -0.783
H 2.793 1.588 0.825
H 0.681 -2.071 -0.899
H -0.871 -1.944 0.185
H 0.758 -1.902 0.925

=====

<b>
Computed, not measured: a cluster of 2 separate species, C4H7N2 in total, with the ωB97M-V functional and the def2-TZVPD basis.

Results
Net charge ... +1
HOMO (alpha / beta) ... -12.64 / -16.48 eV
2S+1 ... 3
Kohn-Sham gap (alpha / beta) ... 0.26429 / 0.27936 Ha

Element x y z (Å)
C -1.196 -0.048 -1.408
C -1.633 0.048 0.093
C 2.381 -0.410 0.999
C -0.507 0.807 -0.411
N 1.037 -0.928 1.142
N 1.131 -0.032 0.344
H -1.052 -1.061 -1.906
H -1.697 0.517 -2.052
H -2.351 0.867 0.475
H -1.512 -0.696 0.853
H 2.708 0.215 1.871
H 3.120 -1.193 0.513
H -0.429 1.913 -0.513

=====

Stability summary: most stable <a>, least stable <b>.

=====

<a>
Computed, not measured: the ion C4H7N2 with charge +1, with the ωB97M-V functional and the def2-TZVPD basis.

Results
Net charge ... +1
HOMO (alpha / beta) ... -9.97 / -16.72 eV
2S+1 ... 3
Kohn-Sham gap (alpha / beta) ... 0.22177 / 0.34989 Ha

Element x y z (Å)
C 0.289 1.974 0.269
C -0.190 -0.112 0.943
C 0.175 -0.608 -0.195
C -0.420 -1.910 -0.594
N 0.635 2.363 -0.759
N 0.156 1.314 1.290
H -0.708 -0.680 1.716
H 0.718 -0.229 -0.982
H -0.429 -2.632 0.229
H 0.202 -2.329 -1.422
H -1.358 -1.609 -0.999
H 0.538 2.774 -1.715
H 0.393 1.685 2.219

=====

<b>
Computed, not measured: the ion C4H7N2 with charge +1, with the ωB97M-V functional and the def2-TZVPD basis.

Results
Net charge ... +1
HOMO (alpha / beta) ... -12.82 / -15.12 eV
2S+1 ... 3
Kohn-Sham gap (alpha / beta) ... 0.31268 / 0.30658 Ha

Element x y z (Å)
C -0.657 -0.211 -0.153
C -3.066 0.376 0.024
C 1.733 1.037 -0.009
C 1.716 -0.404 -0.061
N -1.865 -0.064 -0.080
N 0.416 -0.960 0.157
H -3.256 1.032 0.739
H -3.719 -0.080 -0.729
H 2.346 1.671 -0.738
H 1.503 1.446 0.949
H 2.017 -0.950 -0.906
H 2.353 -0.888 0.664
H 0.478 -2.004 0.143

=====

Stability summary: most stable <b>, least stable <a>.

=====

<a>
Computed, not measured: the ion C4H7N2 with charge +1, with the ωB97M-V functional and the def2-TZVPD basis.

Results
Net charge ... +1
HOMO (alpha / beta) ... -13.80 / -16.63 eV
2S+1 ... 3
Kohn-Sham gap (alpha / beta) ... 0.36074 / 0.31282 Ha

Element x y z (Å)
C -1.023 -0.211 -1.563
C 0.180 0.435 -1.450
C 0.315 -0.283 0.086
C 0.639 0.571 1.224
N -1.774 -0.845 -0.871
N -1.214 -0.893 0.346
H 1.110 0.113 -1.930
H 0.144 1.487 -1.618
H 1.039 -1.199 -0.058
H 0.083 1.600 1.214
H 1.618 0.614 1.587
H 0.123 0.342 2.160
H -1.240 -1.732 0.873

=====

<b>
Computed, not measured: a structure of composition C4H7N2, with the ωB97M-V functional and the def2-TZVPD basis.

Results
Net charge ... +1
HOMO (alpha / beta) ... -10.33 / -14.99 eV
2S+1 ... 3
Kohn-Sham gap (alpha / beta) ... 0.25741 / 0.29958 Ha

Element x y z (Å)
C -0.620 -1.180 0.208
C 0.686 -0.832 -0.413
C 0.534 0.832 -0.475
C -1.029 0.061 -0.604
N 1.435 0.105 0.282
N -0.684 1.217 0.249
H -1.124 -2.097 -0.212
H -0.652 -0.973 1.228
H 1.017 -1.380 -1.178
H 0.752 1.248 -1.520
H 1.647 -0.037 1.204
H -0.628 1.067 1.213
H -1.334 1.970 0.019

=====

Stability summary: most stable <a>, least stable <b>.

=====

<a>
Computed, not measured: a cluster of 2 separate species, C4H6N2O in total, with the ωB97M-V functional and the def2-TZVPD basis.

Results
Net charge ... 0
HOMO ... -9.61 eV
2S+1 ... 1
Kohn-Sham gap ... 0.35267 Ha

Element x y z (Å)
N 0.176 -2.568 -0.279
C 0.213 -1.354 0.022
O 1.218 -0.522 -0.474
C 0.935 0.852 -0.768
C 0.048 1.389 0.344
C -1.319 0.862 0.326
N -2.441 0.600 0.412
H -0.622 -2.872 0.310
H -0.987 -1.452 1.044
H 0.448 0.929 -1.748
H 1.889 1.405 -0.833
H 0.488 1.137 1.317
H -0.080 2.468 0.285

=====

<b>
Computed, not measured: an isolated molecule of C4H6N2O, with the ωB97M-V functional and the def2-TZVPD basis.

Results
Net charge ... 0
HOMO ... -9.23 eV
2S+1 ... 1
Kohn-Sham gap ... 0.36503 Ha
Structure (SMILES) ... O=C1C=CCNN1

Element x y z (Å)
C 1.581 0.043 -0.079
C -1.340 -0.285 -0.102
C -0.765 1.148 -0.185
C 0.520 1.235 0.129
H 1.191 -2.032 -0.076
H 0.046 -1.181 1.353
H -2.404 -0.306 0.241
H -1.534 -0.600 -1.117
H -1.503 1.856 -0.333
H 0.942 2.183 0.325
N 0.822 -1.066 -0.565
N -0.330 -1.137 0.408
O 2.775 0.140 0.002

=====

Stability summary: most stable <b>, least stable <a>.

=====

<a>
Computed, not measured: an isolated molecule of C4H6N2O, with the ωB97M-V functional and the def2-TZVPD basis.

Results
Net charge ... 0
HOMO ... -9.12 eV
2S+1 ... 1
Kohn-Sham gap ... 0.35517 Ha

Element x y z (Å)
C -1.037 -1.806 -0.203
C -0.356 -0.482 -0.164
N -0.875 0.669 -0.228
C 0.253 1.604 -0.136
C 1.556 0.815 0.017
O 0.097 2.403 1.012
N 1.082 -0.415 -0.015
H -2.101 -1.662 -0.395
H -0.916 -2.325 0.755
H -0.610 -2.442 -0.987
H 0.260 2.211 -1.056
H 0.994 2.668 1.262
H 1.653 -1.238 0.137

=====

<b>
Computed, not measured: an isolated molecule of C4H6N2O, with the ωB97M-V functional and the def2-TZVPD basis.

Results
Net charge ... 0
HOMO ... -7.70 eV
2S+1 ... 1
Kohn-Sham gap ... 0.30924 Ha
Structure (SMILES) ... Cc1ncc(O)[nH]1

Element x y z (Å)
C 2.103 -0.162 0.042
C 0.723 0.024 -0.257
N 0.149 -0.497 -1.311
C -1.171 -0.385 -1.048
C -1.358 0.182 0.181
O -2.428 0.543 0.902
N -0.157 0.558 0.642
H 2.630 -0.672 -0.744
H 2.013 -0.887 0.990
H 2.563 0.736 0.440
H -1.908 -0.754 -1.746
H -3.210 0.348 0.370
H 0.038 0.947 1.547

=====

<c>
Computed, not measured: an isolated molecule of C4H6N2O, with the ωB97M-V functional and the def2-TZVPD basis.

Results
Net charge ... 0
HOMO ... -8.10 eV
2S+1 ... 1
Kohn-Sham gap ... 0.33193 Ha
Structure (SMILES) ... Cc1cnc(N)o1

Element x y z (Å)
C -2.181 0.403 0.264
C -0.760 -0.052 0.217
C -0.300 -1.087 -0.507
N 1.071 -1.028 -0.648
C 1.391 0.049 -0.007
N 2.672 0.548 -0.004
O 0.361 0.716 0.564
H -2.375 1.089 -0.571
H -2.761 -0.510 0.087
H -2.566 0.855 1.181
H -0.883 -1.857 -0.991
H 3.038 1.025 0.804
H 3.294 -0.152 -0.389

=====

<d>
Computed, not measured: an isolated molecule of C4H6N2O, with the ωB97M-V functional and the def2-TZVPD basis.

Results
Net charge ... 0
HOMO ... -7.96 eV
2S+1 ... 1
Kohn-Sham gap ... 0.31607 Ha

Element x y z (Å)
N 1.611 0.645 -0.836
C 0.361 0.088 -0.431
C 0.053 0.055 0.874
O 0.772 0.474 1.935
N -1.245 -0.505 1.015
C -1.761 -1.022 -0.458
C -0.747 -0.478 -1.188
H 1.477 1.388 -1.515
H 2.198 -0.057 -1.278
H 1.578 0.846 1.528
H -1.460 -1.058 1.842
H -2.054 0.109 0.782
H -0.784 -0.485 -2.271

=====

Stability summary: most stable <c>, least stable <d>.

=====

<a>
Computed, not measured: an isolated molecule of C4H6N2O, with the ωB97M-V functional and the def2-TZVPD basis.

Results
Net charge ... 0
HOMO ... -8.48 eV
2S+1 ... 1
Kohn-Sham gap ... 0.29979 Ha
Structure (SMILES) ... CC(=C=CN)N=O

Element x y z (Å)
C -2.328 -0.049 0.021
C -0.879 -0.039 -0.376
N -0.690 -0.314 -1.814
O 0.452 -0.448 -2.169
C 1.443 0.554 0.573
N 2.462 -0.274 1.022
C 0.183 0.240 0.347
H -2.908 -0.615 -0.714
H -2.476 -0.490 1.010
H -2.731 0.971 0.043
H 3.384 0.092 0.834
H 2.378 -1.236 0.722
H 1.710 1.608 0.500

=====

<b>
Computed, not measured: an isolated molecule of C4H6N2O, with the ωB97M-V functional and the def2-TZVPD basis.

Results
Net charge ... 0
HOMO ... -8.24 eV
2S+1 ... 1
Kohn-Sham gap ... 0.33493 Ha
Structure (SMILES) ... COc1cnc[nH]1

Element x y z (Å)
C 1.830 1.139 0.204
O 0.438 1.310 0.001
C -0.236 0.147 -0.096
C 0.110 -1.159 -0.308
N -1.026 -1.945 -0.301
C -2.021 -1.130 -0.091
N -1.598 0.167 0.042
H 2.286 0.589 -0.628
H 2.016 0.598 1.139
H 2.262 2.139 0.259
H 1.091 -1.583 -0.469
H -3.066 -1.404 -0.020
H -2.152 0.988 0.223

=====

Stability summary: most stable <b>, least stable <a>.